Computed, not measured: an isolated ion of composition C12H22N3 and charge +1 at a distorted geometry, with wB97M-V/def2-TZVPD.

Each atom is followed by the atoms it is bonded to, with distances in Å.
Element x y z (Å)
1 C -1.6246 -1.1438 1.0822  C5 1.417, N13 1.141
2 C -3.4301 1.3240 -0.6824  N15 1.337, H16 1.092, H17 1.032
3 C -0.9531 1.2710 0.6185  C5 1.550, C6 1.517, H18 1.053, H19 1.206
4 C -0.1844 -0.3424 -1.1070  N14 1.334, H20 1.200, H21 1.091
5 C -1.7158 -0.0198 0.2239  C1 1.417, C3 1.550, N15 1.395
6 C 0.5121 0.9374 0.8234  C3 1.517, C7 1.556, C8 1.526, N14 1.525
7 C 0.6855 0.4662 2.2967  C6 1.556, H22 1.129, H23 1.058, H24 1.077
8 C 1.3797 2.1705 0.5859  C6 1.526, H25 1.072, H26 1.101, H27 1.056
9 C 3.5022 -0.6792 -1.2498  C11 1.486, H28 1.080, H29 1.195, H30 1.095
10 C -3.5350 -1.0446 -1.0845  N15 1.442, H31 1.121, H32 1.179, H33 1.104
11 C 2.6083 -1.7983 -0.8535  C9 1.486, C12 1.558, H34 1.075, H35 1.023
12 C 1.6221 -1.2227 0.2064  C11 1.558, N14 1.451, H36 1.123, H37 1.089
13 N -1.6817 -2.1060 1.6928  C1 1.141
14 N 0.8061 -0.1114 -0.2443  C4 1.334, C6 1.525, C12 1.451
15 N -2.9147 0.1071 -0.4778  C2 1.337, C5 1.395, C10 1.442
16 H -4.1823 1.4849 -1.4570  C2 1.092
17 H -3.0701 2.1238 -0.1393  C2 1.032
18 H -1.1188 1.8427 -0.2505  C3 1.053
19 H -1.5196 1.9416 1.4450  C3 1.206
20 H 0.0025 -1.4566 -1.5110  C4 1.200
21 H -0.6865 0.4033 -1.7252  C4 1.091
22 H 0.0861 1.2510 2.8440  C7 1.129
23 H 1.6723 0.3392 2.6567  C7 1.058
24 H 0.0633 -0.4022 2.4353  C7 1.077
25 H 2.4155 2.0738 0.3272  C8 1.072
26 H 1.4302 2.7676 1.5097  C8 1.101
27 H 1.0768 2.7687 -0.2301  C8 1.056
28 H 3.9610 -0.3752 -0.3207  C9 1.080
29 H 4.4556 -0.7689 -1.9640  C9 1.195
30 H 3.0414 0.1971 -1.7177  C9 1.095
31 H -4.3433 -1.4405 -0.4167  C10 1.121
32 H -2.7554 -1.9027 -0.8680  C10 1.179
33 H -3.7723 -1.0069 -2.1624  C10 1.104
34 H 2.9111 -2.6486 -0.2701  C11 1.075
35 H 2.1255 -2.1625 -1.6792  C11 1.023
36 H 0.8533 -1.9170 0.6404  C12 1.123
37 H 2.2770 -0.9203 1.0228  C12 1.089

Output
Relative energy (zero: lowest compared OMol25 entry of this formula, charge and spin) = 101.45 kcal per mole
Orbital gap (spin up / spin down) = 7.218 / 7.213 eV
Net charge = +1

Here are the natural (NBO) charges for atoms 1 to 5, given in e: atom 1 (C): 0.22, atom 2 (C): -0.02, atom 3 (C): -0.43, atom 4 (C): -0.02, atom 5 (C): -0.08